Computed, not measured: a structure of composition C54H68N8O28S7 at a distorted geometry, with ωB97M-V/def2-TZVPD.

Values from the calculation:
LUMO, eV: 0.3600
Maximum force, eV Å⁻¹: 5.24
HOMO, eV: -9.499
Orbital gap, eV: 9.86
Charge: 0

Last column: Mulliken charge in e.
Element x y z (Å)
C1 0.88 -4.39 -0.75  1.17
C2 0.28 -5.81 -0.77  -0.37
O1 0.89 -6.40 0.46  -0.39
S1 0.73 -5.30 1.62  0.88
O2 1.83 -5.34 2.55  -0.46
O3 -0.60 -5.34 2.14  -0.59
O4 0.82 -4.00 0.62  0.55
H1 0.36 -3.66 -1.30  -0.75
H2 1.99 -4.44 -0.88  -0.54
H3 0.56 -6.43 -1.65  0.33
H4 -0.79 -5.73 -0.62  0.37
C3 -3.93 4.95 -4.34  -0.38
C4 -4.63 5.77 -3.27  0.06
O5 -3.55 6.34 -2.40  -0.42
S2 -2.17 5.48 -2.53  0.90
O6 -1.93 4.69 -1.39  -0.06
O7 -1.16 6.29 -3.13  -0.72
O8 -2.68 4.49 -3.69  -0.23
H5 -3.71 5.47 -5.31  0.23
H6 -4.46 4.08 -4.56  0.40
H7 -5.19 5.17 -2.59  -0.09
H8 -5.26 6.56 -3.61  0.37
C5 -4.47 1.10 -0.49  2.31
C6 -5.78 0.41 -0.62  0.03
O9 -6.68 1.26 -1.34  -0.44
S3 -5.85 2.23 -2.21  1.22
O10 -6.52 3.53 -2.12  -0.73
O11 -5.71 1.76 -3.53  -0.64
O12 -4.50 2.23 -1.42  0.48
H9 -3.54 0.53 -0.72  -1.79
H10 -4.29 1.48 0.52  -0.60
H11 -6.25 0.17 0.32  0.24
H12 -5.76 -0.52 -1.25  0.26
C7 5.80 -0.67 2.48  0.11
C8 4.52 0.19 2.36  0.01
O13 3.65 -0.29 3.44  -0.14
S4 4.07 -1.73 3.81  0.99
O14 3.53 -2.67 2.87  -0.24
O15 3.90 -1.96 5.22  -0.68
O16 5.62 -1.49 3.55  -0.42
H13 6.70 -0.10 2.65  0.42
H14 5.92 -1.17 1.54  -0.28
H15 4.13 0.00 1.35  -0.10
H16 4.61 1.26 2.56  0.39
C9 3.38 1.25 -3.42  0.38
C10 3.56 2.67 -2.71  0.58
O17 4.89 2.62 -2.13  -0.43
S5 5.27 1.17 -1.97  0.95
O18 4.53 0.61 -0.85  -0.18
O19 6.68 1.01 -1.99  -0.68
O20 4.61 0.54 -3.19  -0.37
H17 3.29 1.38 -4.51  0.32
H18 2.55 0.68 -3.03  -0.35
H19 2.77 2.74 -1.91  -0.43
H20 3.45 3.44 -3.44  0.29
C11 2.05 -4.14 5.48  -0.13
C12 0.76 -3.44 5.01  0.40
O21 0.25 -2.74 6.22  -0.30
S6 0.85 -3.39 7.50  1.10
O22 0.18 -4.64 7.84  -0.62
O23 1.06 -2.33 8.42  -0.57
O24 2.21 -3.81 6.88  -0.41
H21 2.96 -3.98 4.89  0.09
H22 1.94 -5.22 5.44  0.35
H23 0.01 -4.16 4.73  0.13
H24 0.82 -2.68 4.23  -0.05
C13 -0.08 1.21 7.25  -0.45
C14 1.36 0.88 6.76  0.06
O25 1.34 1.49 5.42  -0.37
S7 -0.09 1.14 4.77  1.16
O26 -0.11 -0.19 4.34  -0.15
O27 -0.44 2.17 3.87  -0.59
O28 -0.95 1.24 6.07  -0.38
H25 -0.15 2.21 7.65  0.29
H26 -0.57 0.57 7.98  0.33
H27 1.44 -0.17 6.61  -0.21
H28 2.19 1.30 7.26  0.40
N1 -5.05 3.05 2.84  -0.59
C15 -3.71 3.02 2.71  -0.46
C16 -2.97 3.82 1.93  -0.17
C17 -3.62 4.94 1.34  -0.68
C18 -5.00 4.98 1.44  -0.49
C19 -5.65 3.99 2.15  -0.33
H29 -3.22 2.23 3.25  0.66
H30 -1.93 3.57 1.72  0.60
H31 -3.14 5.72 0.77  0.54
H32 -5.56 5.77 0.99  0.46
H33 -6.75 3.99 2.06  0.36
N2 1.64 3.69 -0.28  0.21
C20 1.87 2.98 0.83  -0.50
C21 1.96 3.52 2.12  -0.55
C22 1.87 4.91 2.25  -0.70
C23 1.58 5.66 1.14  -0.78
C24 1.51 4.98 -0.10  -0.55
H34 1.99 1.92 0.70  0.81
H35 2.07 2.94 3.02  0.58
H36 1.92 5.32 3.24  0.41
H37 1.45 6.73 1.11  0.49
H38 1.23 5.61 -0.91  0.43
N3 1.22 3.17 -4.55  0.29
C25 0.96 4.35 -5.15  -0.20
C26 0.08 4.61 -6.16  -0.64
C27 -0.56 3.55 -6.71  -0.14
C28 -0.28 2.27 -6.21  -1.11
C29 0.56 2.17 -5.10  0.06
H39 1.59 5.20 -4.70  0.20
H40 -0.08 5.64 -6.56  0.37
H41 -1.31 3.63 -7.59  0.29
H42 -0.91 1.45 -6.43  0.46
H43 0.80 1.19 -4.67  0.37
N4 -2.70 -3.79 -2.61  -0.41
C30 -3.57 -3.42 -3.54  -0.64
C31 -3.99 -2.16 -3.71  -0.65
C32 -3.60 -1.17 -2.79  -0.47
C33 -2.74 -1.54 -1.78  1.33
C34 -2.39 -2.88 -1.70  -1.12
H44 -3.85 -4.16 -4.35  0.27
H45 -4.63 -1.93 -4.56  0.44
H46 -3.91 -0.14 -3.00  0.62
H47 -2.29 -0.87 -1.04  -0.65
H48 -1.70 -3.24 -0.97  0.85
N5 4.68 -4.33 -1.32  -0.48
C35 4.61 -4.99 -0.17  -0.48
C36 5.38 -4.79 0.96  -0.56
C37 6.34 -3.79 0.79  -0.25
C38 6.43 -3.06 -0.41  -0.48
C39 5.54 -3.36 -1.45  -0.14
H49 3.84 -5.73 -0.23  0.67
H50 5.16 -5.34 1.86  0.40
H51 7.04 -3.57 1.60  0.39
H52 7.13 -2.28 -0.56  0.54
H53 5.52 -2.78 -2.38  0.37
N6 -4.26 -1.11 1.86  -0.10
C40 -4.05 -2.28 1.29  -0.25
C41 -3.56 -3.38 2.00  -0.97
C42 -2.98 -3.20 3.30  -0.42
C43 -3.17 -1.93 3.83  -0.19
C44 -3.79 -0.95 3.12  -0.43
H54 -4.39 -2.47 0.28  0.66
H55 -3.44 -4.36 1.57  0.47
H56 -2.37 -4.02 3.71  0.37
H57 -2.85 -1.67 4.88  0.31
H58 -3.89 -0.03 3.65  0.54
N7 1.65 -2.14 -3.91  0.13
C45 2.79 -2.66 -4.53  -0.25
C46 2.73 -3.89 -5.13  -0.61
C47 1.58 -4.63 -5.13  -0.49
C48 0.46 -4.15 -4.48  -0.72
C49 0.58 -2.86 -3.93  -0.34
H59 3.67 -2.01 -4.50  0.44
H60 3.67 -4.23 -5.61  0.37
H61 1.57 -5.67 -5.58  0.29
H62 -0.46 -4.70 -4.29  0.55
H63 -0.33 -2.43 -3.54  0.62
N8 0.35 0.81 -2.13  1.18
C50 -0.63 1.61 -1.60  -0.35
C51 -1.17 1.45 -0.36  0.88
C52 -0.80 0.39 0.41  -0.60
C53 0.09 -0.57 -0.09  -1.02
C54 0.62 -0.28 -1.36  -0.18
H64 -0.80 2.53 -2.18  0.19
H65 -1.82 2.26 -0.10  -0.88
H66 -1.19 0.29 1.42  0.03
H67 0.45 -1.41 0.47  0.42
H68 1.46 -0.98 -1.56  0.25